Record 1
Computed, not measured: a molecular structure, C30H43BBr39INO6P2S at a distorted geometry, with ωB97M-V with the def2-TZVPD basis set.

Net charge: +1
Total energy in eV: -2815422.6717

```
124
Properties=species:S:1:pos:R:3:forces:R:3:mulliken_charge:R:1
I 6.491 1.734 0.422 0.424 0.238 0.232 0.417
Br -10.567 9.548 1.449 -0.240 -0.016 0.074 -0.039
Br 6.954 -6.740 1.166 -0.107 -0.038 0.026 -0.016
Br -2.290 4.934 -6.286 0.027 0.058 -0.072 -0.049
Br 4.090 -5.740 2.158 0.071 -0.029 -0.007 -0.038
Br 10.737 4.911 0.815 -0.045 -0.182 0.026 0.023
Br -6.070 9.167 -0.188 -0.081 0.054 -0.031 -0.050
Br -15.359 13.523 -0.638 -0.028 0.000 0.128 -0.007
Br -5.028 -8.653 -2.128 0.102 -0.079 0.079 -0.013
Br -2.407 3.271 -2.850 -0.058 -0.125 0.032 0.039
Br -11.942 10.371 -1.312 0.059 0.016 0.132 0.008
Br -17.549 14.655 1.393 0.127 -0.076 -0.021 -0.033
Br 3.319 -12.221 -0.657 0.088 0.129 0.072 -0.033
Br 5.495 -8.242 3.555 0.026 0.092 0.063 -0.021
Br 3.658 -9.220 0.384 -0.013 -0.060 -0.102 0.045
Br -4.896 1.347 -3.388 0.131 0.020 -0.002 0.009
Br -7.871 10.901 -2.174 0.054 -0.031 0.123 0.002
Br 1.635 -6.880 -7.373 0.082 -0.129 -0.016 -0.028
Br 2.269 -2.631 -2.212 -1.094 -0.210 -0.878 -0.076
Br 2.890 -9.327 -5.751 0.017 0.131 -0.049 -0.003
Br 9.844 2.724 2.961 -0.009 0.010 -0.163 0.015
Br -5.222 5.748 -5.364 0.174 -0.007 0.028 0.060
Br -5.072 -4.989 3.790 0.032 -0.121 -0.020 -0.044
Br -4.549 -10.747 0.234 0.047 0.086 -0.104 -0.007
Br 4.799 -7.299 -7.314 -0.124 -0.013 0.063 -0.007
Br -8.352 6.801 -2.367 0.018 -0.089 -0.053 0.128
Br -2.217 -8.733 -0.610 -0.064 -0.053 -0.076 0.009
Br -5.490 -5.850 0.744 0.043 -0.003 0.104 -0.029
Br -7.862 4.003 -3.814 -0.085 0.029 0.057 -0.045
Br -2.781 7.742 -4.848 -0.045 -0.140 -0.053 -0.001
Br -1.958 0.440 -4.254 -0.029 0.066 -0.073 -0.039
Br 10.226 1.895 -0.094 -0.177 -0.019 -0.003 -0.066
Br -11.541 12.554 0.980 0.047 -0.115 -0.048 0.034
Br 3.848 -5.284 -3.014 -0.058 0.119 0.031 0.006
Br 6.215 -11.100 0.086 -0.120 0.034 0.010 -0.020
Br -10.803 4.815 -2.868 0.144 0.025 -0.024 -0.043
Br -15.298 12.643 2.427 -0.059 0.034 -0.048 -0.029
Br -3.829 -7.739 2.687 -0.041 0.182 0.113 -0.006
Br -7.565 11.783 0.877 0.084 -0.104 -0.125 -0.048
Br 1.980 -3.837 -5.160 0.096 0.012 0.212 0.005
S 5.415 4.232 2.752 -0.255 -0.354 -0.197 -0.325
P -1.880 -0.312 2.192 -1.392 0.853 2.229 -0.178
P 4.991 2.458 3.392 2.005 3.584 0.300 0.712
O 1.289 0.904 4.508 1.030 -0.074 -0.793 -0.565
O -0.338 1.574 1.489 0.242 0.915 -0.205 -0.460
O 6.351 1.615 3.695 -2.177 -0.738 -0.576 -0.363
O 4.298 2.612 4.814 -0.276 -1.615 -0.156 -0.483
O 1.652 3.154 3.862 0.208 -0.217 0.159 -0.592
O -0.207 -0.611 1.743 0.604 -0.108 -0.603 -0.271
N 4.496 1.340 0.902 0.506 -0.019 -0.092 -0.579
C 5.278 -0.920 -1.358 -0.379 0.069 -0.078 -0.437
C -2.880 -0.012 0.659 0.650 -0.375 -0.692 -0.664
C 1.822 0.803 1.302 0.739 -0.880 0.234 0.299
C 2.442 0.444 0.123 -0.798 0.047 0.584 0.072
C 0.344 0.585 1.540 -0.630 0.040 -0.412 -0.139
C -2.750 -3.017 1.713 0.007 -0.114 0.946 -0.917
C 4.800 -2.073 -0.454 0.853 -1.138 -0.015 0.855
C -3.521 6.391 -6.005 -0.123 0.087 0.032 -0.342
C 8.074 -3.102 1.446 -0.230 0.130 1.656 -0.224
C 5.765 -6.558 2.671 0.020 -0.076 -0.026 -0.256
C -9.104 5.451 -3.518 -0.086 0.076 0.022 -0.372
C 3.143 -7.513 -6.351 0.000 0.010 0.020 0.587
C 8.355 -2.882 2.967 0.068 0.184 -0.588 -1.152
C -2.459 -1.964 2.840 0.564 -0.124 -2.137 -0.601
C 2.256 -4.231 -3.298 -0.133 -0.098 -0.205 -0.413
C 2.604 1.422 2.301 -0.947 0.064 0.982 0.747
C -7.620 10.305 -0.358 0.079 0.110 -0.082 0.163
C 6.072 -2.983 -0.227 -0.302 0.938 0.376 -1.035
C 4.328 -11.026 0.471 0.010 -0.063 -0.011 -0.346
C -3.163 1.927 -4.005 -0.051 0.091 -0.005 -0.271
C -5.262 -6.464 2.558 -0.097 -0.029 -0.053 -0.330
C 6.596 -2.720 1.203 0.713 -0.411 -0.477 0.338
C -2.077 -0.147 -0.673 -1.100 -0.281 0.104 -0.801
C -11.858 10.697 0.586 -0.112 0.084 -0.049 -0.266
C 3.940 1.677 2.110 -0.010 -1.019 0.027 -0.957
C 4.376 0.349 -1.412 -0.087 -0.315 0.034 -1.968
C -3.741 -9.756 -1.208 -0.036 -0.031 -0.023 -0.321
C -15.732 14.048 1.179 0.007 0.025 -0.050 -0.295
C 10.818 3.059 1.332 -0.008 0.196 0.169 -0.347
C 3.789 0.737 -0.057 -0.368 -0.287 -1.691 0.777
B 1.817 1.825 3.639 -0.284 0.724 0.509 1.014
H 8.779 -2.445 0.918 -0.332 -0.303 -0.279 0.322
H -2.798 -0.435 -1.454 0.365 0.061 0.115 0.350
H 6.240 0.760 3.243 0.674 -0.194 0.377 0.313
H -15.088 14.886 1.408 -0.018 -0.043 -0.005 0.354
H 6.521 -1.636 1.426 -0.089 -0.286 -0.159 -0.422
H 6.861 -2.637 -0.917 -0.273 -0.390 0.059 0.376
H -3.408 -1.735 3.342 0.450 0.104 0.196 0.388
H 7.640 -3.435 3.595 0.271 0.049 -0.168 0.255
H -3.732 -0.711 0.688 0.369 0.089 -0.053 0.450
H 6.307 -0.673 -1.063 -0.388 0.095 -0.105 0.536
H -3.692 6.855 -6.967 0.036 -0.038 0.026 0.356
H 4.035 3.529 4.981 0.030 0.014 -0.303 0.372
H -3.311 0.999 0.683 0.299 -0.241 0.372 0.472
H -2.509 -4.013 2.112 -0.165 0.156 -0.371 0.301
H -3.374 -10.480 -1.923 -0.017 0.046 0.039 0.331
H 1.842 -0.042 -0.644 0.434 0.087 -0.037 0.583
H 9.383 -3.168 3.229 -0.331 0.067 0.038 0.393
H 5.339 -1.310 -2.388 0.028 0.167 0.294 0.276
H 5.873 -4.041 -0.440 0.067 0.217 0.281 0.341
H 6.239 -5.894 3.381 -0.028 -0.011 -0.045 0.293
H 3.530 0.114 -2.075 0.119 0.118 0.371 0.513
H 4.873 1.202 -1.901 0.037 -0.235 0.341 0.516
H -3.307 2.387 -4.975 0.009 0.002 0.045 0.267
H -9.284 5.915 -4.478 0.015 -0.035 0.030 0.346
H -2.184 -2.851 0.788 -0.072 -0.017 0.274 0.243
H 1.778 0.086 4.338 -0.565 -0.299 0.392 0.338
H 3.968 -2.667 -0.896 1.349 0.769 0.744 -0.602
H -6.171 -6.981 2.834 0.029 0.031 -0.017 0.398
H 5.965 -3.236 1.945 0.088 0.101 -0.217 0.226
H -12.828 10.446 0.995 0.045 0.000 -0.004 0.308
H -8.481 9.707 -0.098 0.022 0.018 -0.027 -0.130
H 1.416 -4.829 -2.969 0.035 0.058 0.039 0.482
H -1.696 -2.301 3.552 -0.349 0.074 -0.020 0.440
H 8.227 -1.810 3.188 0.099 -0.276 0.116 0.211
H 11.857 2.823 1.522 -0.048 -0.053 -0.054 0.353
H -3.824 -2.994 1.494 0.331 -0.143 -0.167 0.283
H -1.670 0.823 -0.980 0.238 -0.343 0.194 0.169
H 4.474 -1.764 0.554 -0.049 0.232 -0.340 0.191
H 3.209 -6.892 -5.467 0.002 -0.014 -0.045 -0.571
H 1.377 3.310 4.777 -0.365 0.098 -0.195 0.333
H 8.294 -4.156 1.238 -0.168 0.333 -0.360 0.197
H 4.198 -11.365 1.490 0.001 0.027 -0.041 0.361
H -1.322 -0.942 -0.615 -0.027 0.353 -0.130 0.184
```
Positions in Å, forces in eV/Å.

***

Record 2
Computed, not measured: C10H12FN in the gas phase at a distorted geometry, with ωB97M-V with the def2-TZVPD basis set.

Relative energy (zero: lowest compared OMol25 entry of this formula, charge and spin) in kJ/mol: 57.2
SMILES: Cc1ccc([C@@]2(F)C[C@H]2N)cc1

```
24
Properties=species:S:1:pos:R:3:forces:R:3:nbo_charge:R:1
F -2.242 1.990 -0.120 -0.151 -0.362 -0.430 -0.357
N -2.348 -1.377 1.233 -0.719 -0.144 0.313 -0.823
C 3.828 -0.049 0.235 0.137 -0.231 -0.211 -0.628
C 2.371 0.154 -0.060 -0.637 -0.386 0.116 -0.029
C 1.715 1.334 0.284 -0.672 -0.949 -0.131 -0.222
C 0.227 -0.746 -0.867 -0.750 0.867 0.547 -0.227
C -3.013 -0.165 -1.003 0.640 -1.655 -0.419 -0.454
C -0.447 0.412 -0.397 -0.504 0.375 0.375 -0.088
C -2.866 -0.257 0.502 0.692 0.466 0.201 -0.066
C 1.597 -0.867 -0.611 -0.234 -0.883 -0.783 -0.201
C -1.962 0.634 -0.311 1.098 0.289 0.034 0.300
C 0.322 1.435 0.186 0.856 0.474 0.105 -0.135
H 4.347 0.879 -0.010 0.268 -0.139 0.246 0.219
H -2.063 -1.061 2.163 0.024 -0.238 -0.509 0.369
H 4.242 -0.857 -0.390 -0.096 0.309 0.245 0.216
H -2.634 -1.069 -1.557 -0.401 1.065 0.488 0.219
H -3.548 0.305 1.123 -0.290 0.130 -0.250 0.216
H 3.994 -0.325 1.294 -0.037 0.273 -0.467 0.223
H -1.576 -1.833 0.783 0.339 -0.056 -0.140 0.365
H -0.080 2.378 0.597 -0.269 -0.852 -0.503 0.224
H -3.851 0.319 -1.491 0.026 0.043 0.327 0.245
H -0.342 -1.535 -1.396 0.514 0.441 0.473 0.216
H 2.280 2.134 0.716 0.185 0.438 0.176 0.207
H 2.051 -1.832 -0.904 -0.019 0.722 0.196 0.209
```
Positions in Å, forces in eV/Å.